Below is a cluster of 2 separate species, C29H28O5 in total in a non-equilibrium geometry, with properties calculated with ωB97M-V/def2-TZVPD.

Cartesian coordinates (Å):
C: 1.887 1.698 -0.402
C: 1.252 2.130 0.854
C: 1.915 1.911 2.110
O: 2.804 1.058 2.248
C: 1.434 2.724 3.318
C: 0.645 3.952 2.959
O: -0.270 3.750 1.840
C: 0.101 3.023 0.751
O: -0.596 3.078 -0.260
H: 1.163 1.756 -1.220
H: 2.751 2.349 -0.635
H: 2.271 0.675 -0.324
H: 0.845 2.065 3.974
H: 2.319 3.036 3.887
H: -0.009 4.266 3.780
H: 1.325 4.774 2.691
C: -2.296 -0.444 -7.094
O: -3.062 -0.373 -5.872
C: -2.414 -0.559 -4.690
C: -3.147 -0.256 -3.518
C: -2.532 -0.316 -2.287
C: -1.189 -0.758 -2.155
C: -0.535 -0.816 -0.848
C: -0.930 0.124 0.138
C: -0.659 0.064 1.489
C: -1.341 0.840 2.513
C: -1.084 0.570 3.880
C: -1.744 1.264 4.889
C: -2.718 2.217 4.562
C: -2.986 2.494 3.218
C: -2.296 1.833 2.205
C: 0.483 -1.832 -0.581
C: 0.459 -3.093 -1.244
C: 1.421 -4.050 -1.023
C: 2.486 -3.790 -0.127
O: 3.433 -4.757 -0.006
C: 4.550 -4.503 0.873
C: 2.522 -2.561 0.571
C: 1.530 -1.619 0.341
C: -0.493 -1.109 -3.336
C: -1.075 -1.008 -4.589
H: -3.027 -0.217 -7.871
H: -1.489 0.304 -7.099
H: -1.878 -1.448 -7.244
H: -4.187 0.044 -3.633
H: -3.103 -0.056 -1.396
H: -1.539 0.947 -0.230
H: -0.115 -0.798 1.880
H: -0.346 -0.202 4.124
H: -1.504 1.056 5.935
H: -3.261 2.742 5.348
H: -3.737 3.235 2.943
H: -2.533 2.045 1.161
H: -0.350 -3.320 -1.938
H: 1.409 -5.011 -1.534
H: 5.140 -5.418 0.818
H: 5.139 -3.644 0.521
H: 4.212 -4.324 1.904
H: 3.319 -2.335 1.284
H: 1.595 -0.683 0.895
H: 0.538 -1.456 -3.269
H: -0.505 -1.267 -5.483

Summary:
- HOMO level (eV) = -6.6690
- strongest force on any atom (eV Å⁻¹) = 1.570
- multiplicity = 1
- LUMO (eV) = -1.8

Below is an isolated molecule of C4H8Si in a non-equilibrium geometry, with properties calculated with ωB97M-V/def2-TZVPD.

Cartesian coordinates (Å):
C: 0.857 -1.158 0.062
C: -0.449 -1.504 0.148
C: 1.149 0.307 -0.029
C: -0.089 1.218 0.117
Si: -1.555 0.033 -0.024
H: 1.723 -1.891 -0.147
H: -0.757 -2.515 -0.021
H: 2.007 0.779 0.541
H: 1.493 0.396 -1.037
H: -0.143 1.620 1.122
H: -0.088 2.100 -0.481
H: -1.974 0.081 -1.348
H: -2.175 0.534 1.096

Summary:
- HOMO level (eV) = -9.4135
- strongest force on any atom (eV Å⁻¹) = 3.814
- multiplicity = 1
- SMILES string = C1=C[SiH2]CC1
- LUMO (eV) = 1.1

Below is the ion C2H4Br2N with charge +1 in a non-equilibrium geometry, with properties calculated with ωB97M-V/def2-TZVPD.

Cartesian coordinates (Å):
C: 0.542 0.359 0.535
C: -0.622 0.358 -0.572
N: 0.061 -0.929 0.014
Br: 2.345 0.745 -0.033
Br: -2.346 0.760 0.035
H: 0.327 0.702 1.655
H: -0.334 0.882 -1.549
H: 0.640 -1.486 -0.717
H: -0.614 -1.391 0.632

Summary:
- HOMO level (eV) = -14.9178
- strongest force on any atom (eV Å⁻¹) = 3.785
- multiplicity = 1
- total charge = +1
- SMILES string = Br[C@@H]1[NH2+][C@H]1Br
- LUMO (eV) = -3.9

Below is a cluster of 21 separate species, C66H112F3N12O10S8 in total in a non-equilibrium geometry, with properties calculated with ωB97M-V/def2-TZVPD.

Cartesian coordinates (Å):
C: -1.082 -0.372 0.741
O: 0.139 -1.050 0.100
O: -0.924 -0.304 2.174
C: -1.558 0.916 -0.094
F: -1.914 0.676 -1.392
F: -2.714 1.284 0.473
F: -0.615 1.901 -0.161
C: 1.406 -0.339 0.144
C: 2.476 -1.230 -0.366
H: 2.346 -2.224 0.061
H: 2.431 -1.252 -1.455
H: 3.414 -0.782 -0.037
H: 1.667 0.042 1.132
H: 1.447 0.544 -0.493
H: -1.819 -1.122 0.455
C: 0.587 -0.509 -3.684
S: 1.244 1.226 -3.357
O: 2.686 1.177 -3.856
C: 0.320 2.077 -4.659
H: 1.279 -1.246 -3.276
H: 0.524 -0.849 -4.718
H: -0.443 -0.590 -3.337
H: 0.219 1.513 -5.586
H: 0.807 3.000 -4.973
H: -0.659 2.411 -4.317
C: 6.337 -3.219 -0.026
S: 5.709 -2.512 1.519
O: 6.973 -1.802 2.088
C: 5.711 -4.104 2.513
H: 6.459 -2.387 -0.720
H: 5.669 -3.895 -0.560
H: 7.304 -3.715 0.056
H: 5.538 -3.835 3.555
H: 6.738 -4.456 2.419
H: 4.974 -4.859 2.237
C: -2.482 -4.546 2.714
S: -2.669 -5.806 1.414
O: -3.091 -7.100 2.158
C: -4.166 -5.113 0.610
H: -2.732 -3.558 2.329
H: -1.440 -4.637 3.019
H: -3.089 -4.719 3.602
H: -5.015 -5.017 1.286
H: -4.582 -5.791 -0.135
H: -3.983 -4.125 0.189
C: 8.192 0.830 -0.681
S: 9.828 0.820 0.199
O: 10.528 2.184 0.246
C: 9.134 0.530 1.922
H: 7.516 1.514 -0.168
H: 7.759 -0.171 -0.701
H: 8.230 1.163 -1.718
H: 9.847 0.589 2.745
H: 8.828 -0.516 1.945
H: 8.305 1.120 2.312
C: -5.979 2.027 -1.118
S: -6.777 1.463 -2.690
O: -7.173 -0.002 -2.562
C: -5.251 1.629 -3.639
H: -5.750 3.084 -1.249
H: -5.083 1.477 -0.830
H: -6.621 1.857 -0.253
H: -5.025 2.629 -4.009
H: -5.324 0.993 -4.521
H: -4.417 1.189 -3.094
C: 4.894 0.642 4.622
S: 4.267 2.182 5.481
O: 2.804 1.792 5.862
C: 5.078 1.947 7.160
H: 4.786 -0.217 5.284
H: 5.936 0.696 4.306
H: 4.293 0.400 3.745
H: 4.702 1.035 7.624
H: 4.855 2.824 7.767
H: 6.161 1.860 7.068
C: 2.285 -5.016 -0.008
S: 3.313 -5.649 -1.441
O: 4.461 -6.552 -0.967
C: 1.999 -6.679 -2.210
H: 2.937 -4.583 0.751
H: 1.699 -5.837 0.405
H: 1.587 -4.274 -0.394
H: 2.347 -7.538 -2.784
H: 1.289 -6.025 -2.715
H: 1.455 -7.214 -1.432
C: -0.126 4.817 -2.705
S: 0.967 5.483 -1.355
O: 2.421 5.031 -1.586
C: 0.838 7.311 -1.656
H: 0.262 5.176 -3.658
H: -1.127 5.220 -2.553
H: -0.072 3.729 -2.739
H: -0.201 7.632 -1.584
H: 1.176 7.527 -2.669
H: 1.489 7.861 -0.977
C: 1.310 2.823 2.513
C: 1.492 4.254 2.649
N: 1.731 5.380 2.695
H: 1.877 2.651 1.599
H: 0.242 2.612 2.455
H: 1.810 2.299 3.328
N: -2.123 -1.900 4.510
C: -3.449 -1.868 4.824
C: -3.591 -2.784 5.821
C: -2.323 -3.336 6.143
C: -1.393 -2.716 5.363
H: -1.684 -1.262 3.862
H: -4.083 -1.117 4.374
H: -4.520 -3.148 6.233
H: -2.224 -4.203 6.778
H: -0.331 -2.890 5.266
N: 1.296 -1.983 3.340
C: 2.121 -1.451 4.274
C: 2.697 -2.502 4.981
C: 2.310 -3.662 4.274
C: 1.416 -3.339 3.261
H: 0.602 -1.493 2.793
H: 2.174 -0.396 4.501
H: 3.348 -2.438 5.841
H: 2.567 -4.679 4.530
H: 0.872 -3.978 2.581
N: 4.244 -0.743 -3.386
C: 4.145 -2.112 -3.398
C: 5.423 -2.663 -3.239
C: 6.244 -1.593 -3.078
C: 5.458 -0.477 -2.954
H: 3.536 -0.034 -3.518
H: 3.247 -2.651 -3.664
H: 5.657 -3.716 -3.178
H: 7.306 -1.787 -3.045
H: 5.783 0.540 -2.792
N: -5.833 5.385 1.060
C: -7.106 5.161 0.542
C: -8.038 5.962 1.282
C: -7.257 6.632 2.245
C: -5.916 6.256 2.153
H: -5.040 4.864 0.713
H: -7.263 4.490 -0.289
H: -9.109 6.054 1.179
H: -7.568 7.279 3.051
H: -5.001 6.495 2.674
N: -2.689 6.138 0.147
C: -3.406 6.362 -0.931
C: -3.657 5.118 -1.538
C: -3.083 4.069 -0.690
C: -2.422 4.779 0.311
H: -2.358 6.849 0.784
H: -3.688 7.384 -1.136
H: -4.133 4.971 -2.496
H: -3.084 2.996 -0.807
H: -1.782 4.409 1.098
N: 4.017 3.534 -0.109
C: 4.208 2.208 -0.320
C: 4.908 1.714 0.793
C: 5.054 2.753 1.766
C: 4.410 3.892 1.172
H: 3.377 4.025 -0.717
H: 3.755 1.697 -1.156
H: 5.330 0.723 0.878
H: 5.603 2.771 2.696
H: 4.206 4.889 1.534
N: -7.268 -0.062 2.115
C: -6.855 -1.012 1.256
C: -5.456 -1.095 1.473
C: -5.089 -0.023 2.327
C: -6.244 0.529 2.821
H: -8.229 0.244 2.175
H: -7.539 -1.489 0.570
H: -4.939 -1.899 0.970
H: -4.079 0.199 2.636
H: -6.301 1.459 3.367
N: -2.257 1.468 3.962
C: -2.768 2.733 3.741
C: -2.880 3.395 4.950
C: -2.630 2.469 5.989
C: -2.091 1.344 5.340
H: -1.840 0.865 3.268
H: -2.953 3.153 2.764
H: -3.193 4.411 5.138
H: -2.635 2.575 7.063
H: -1.592 0.488 5.767
N: -1.851 0.073 -8.451
C: -2.019 -0.805 -7.412
C: -2.261 -0.160 -6.240
C: -2.381 1.167 -6.650
C: -2.101 1.314 -8.045
H: -1.745 -0.238 -9.406
H: -1.923 -1.868 -7.576
H: -2.532 -0.519 -5.259
H: -2.548 2.017 -6.004
H: -2.004 2.176 -8.688
N: -5.889 -2.985 -2.402
C: -5.408 -4.237 -2.583
C: -4.078 -4.216 -2.821
C: -3.664 -2.858 -2.912
C: -4.817 -2.126 -2.646
H: -6.851 -2.716 -2.251
H: -6.041 -5.112 -2.580
H: -3.355 -4.994 -3.016
H: -2.715 -2.384 -3.115
H: -4.943 -1.071 -2.452
N: 0.889 -3.916 -6.932
C: -0.150 -3.796 -6.081
C: 0.316 -4.123 -4.771
C: 1.639 -4.457 -4.925
C: 1.952 -4.323 -6.273
H: 0.949 -3.780 -7.931
H: -1.159 -3.540 -6.366
H: -0.286 -4.127 -3.874
H: 2.375 -4.766 -4.198
H: 2.849 -4.567 -6.824

Summary:
- HOMO level (eV) = -5.6896
- strongest force on any atom (eV Å⁻¹) = 4.130
- multiplicity = 1
- total charge = -1
- LUMO (eV) = 1.3

Below is a cluster of 9 separate species, H18O9 in total in a non-equilibrium geometry, with properties calculated with ωB97M-V/def2-TZVPD.

Cartesian coordinates (Å):
O: -2.158 0.822 -1.913
H: -1.327 0.647 -1.365
H: -2.879 0.926 -1.308
H: -2.300 -0.141 -2.118
O: -0.125 0.291 -0.396
H: -0.433 -0.472 0.010
O: 2.512 0.250 -0.690
H: 2.503 0.660 -1.564
H: 1.640 0.343 -0.495
O: -0.989 0.902 1.998
H: -0.757 0.534 0.974
H: -1.709 1.649 1.811
O: 0.176 -3.598 0.876
H: 0.184 -3.349 -0.062
H: 1.016 -3.179 1.347
O: -1.722 -2.021 2.511
H: -1.084 -1.217 2.648
H: -1.068 -2.489 2.005
O: 0.523 -2.245 -1.798
H: 0.171 -1.375 -1.568
H: 1.405 -2.268 -1.724
O: 1.604 2.709 1.622
H: 0.732 2.238 1.634
H: 1.334 3.020 0.650
O: 0.682 2.820 -0.972
H: 0.350 1.972 -0.863
H: 1.718 2.572 -1.251

Summary:
- HOMO level (eV) = -9.8719
- strongest force on any atom (eV Å⁻¹) = 6.008
- multiplicity = 1
- LUMO (eV) = -1.6

Below is an isolated molecule of C20H11F6N5O3 in a non-equilibrium geometry, with properties calculated with ωB97M-V/def2-TZVPD.

Cartesian coordinates (Å):
N: -1.750 4.801 5.331
O: -0.779 -2.803 -3.762
O: 3.138 -3.055 -1.981
F: -2.779 -2.555 -1.483
F: -4.077 -0.858 -1.698
F: -3.397 -1.904 -3.446
F: -1.487 -0.112 -4.572
F: -3.048 1.110 -3.571
F: -0.935 1.576 -3.259
C: -1.585 4.154 4.379
N: -1.872 0.415 -0.969
O: 2.120 0.014 1.889
C: -0.064 -2.326 -2.917
C: 2.067 -2.456 -1.989
C: -0.869 0.859 -0.257
C: 2.068 -0.544 3.147
C: 2.716 -1.750 3.157
C: 3.050 -2.040 1.798
C: 0.619 -0.691 -1.326
C: 2.700 -0.928 1.054
C: -0.402 -1.166 -2.135
C: -2.496 2.700 2.641
C: -0.181 3.228 2.604
C: -2.359 1.912 1.499
C: -0.007 2.426 1.471
C: -1.405 3.318 3.237
C: -1.113 1.744 0.910
N: 1.073 -3.021 -2.718
N: 0.402 0.410 -0.525
N: 1.836 -1.315 -1.232
C: 2.928 -0.714 -0.457
C: -2.997 -1.439 -2.250
C: -1.828 0.528 -3.418
C: -1.733 -0.439 -2.197
H: 1.660 -0.031 4.025
H: 2.900 -2.394 4.006
H: 3.533 -2.953 1.446
H: -3.463 2.832 3.054
H: 0.685 3.743 3.001
H: -3.222 1.426 1.023
H: 0.962 2.344 1.052
H: 1.359 -3.696 -3.397
H: 1.048 0.533 0.229
H: 3.882 -1.245 -0.669
H: 3.101 0.362 -0.722

Summary:
- HOMO level (eV) = -9.4499
- strongest force on any atom (eV Å⁻¹) = 4.196
- multiplicity = 1
- SMILES string = N#Cc1ccc(C2=NC(C(F)(F)F)(C(F)(F)F)c3c(n(Cc4ccco4)c(=O)[nH]c3=O)N2)cc1
- LUMO (eV) = -1.0

Below is a structure of composition C6H12O in a non-equilibrium geometry, with properties calculated with ωB97M-V/def2-TZVPD.

Cartesian coordinates (Å):
C: -1.006 -1.567 -0.629
C: -0.607 -0.077 -0.497
C: -1.011 0.496 0.845
C: -0.519 1.875 0.947
O: 1.042 1.705 -0.085
C: 1.019 0.440 -0.662
C: 1.959 -0.560 0.016
H: -2.023 -1.792 -1.003
H: -0.310 -2.020 -1.331
H: -0.911 -2.097 0.330
H: -1.122 0.525 -1.267
H: -0.782 -0.133 1.718
H: -2.047 0.359 0.511
H: -0.407 2.274 1.979
H: -0.939 2.606 0.271
H: 1.125 0.444 -1.765
H: 1.615 -0.677 1.049
H: 1.904 -1.531 -0.491
H: 3.018 -0.269 0.064

Summary:
- HOMO level (eV) = -9.2719
- strongest force on any atom (eV Å⁻¹) = 2.609
- multiplicity = 1
- LUMO (eV) = 1.1

Below is a structure of composition C11H6LuN2O6 in a non-equilibrium geometry, with properties calculated with ωB97M-V/def2-TZVPD.

Cartesian coordinates (Å):
O: 3.605 1.323 -3.307
C: 2.613 1.545 -2.803
Lu: 0.083 2.112 -1.517
O: -0.242 4.710 -3.102
C: -0.085 3.726 -2.525
C: -1.522 2.470 -0.701
O: -2.534 2.697 -0.187
C: 0.985 3.070 -0.132
O: 1.470 3.659 0.730
C: -0.844 1.158 -2.888
O: -1.459 0.597 -3.685
N: -0.692 -3.356 3.395
C: -0.224 -3.355 2.120
O: 0.047 -4.427 1.599
C: -0.058 -2.097 1.322
C: -0.304 -0.825 1.867
C: -0.189 0.308 1.066
N: 0.160 0.206 -0.246
C: 0.431 -1.005 -0.802
C: 0.332 -2.171 -0.032
H: -0.807 -4.247 3.901
H: -0.961 -2.499 3.894
H: -0.606 -0.678 2.891
H: -0.417 1.275 1.493
H: 0.690 -1.072 -1.850
H: 0.528 -3.125 -0.503

Summary:
- HOMO level (alpha / beta) (eV) = -19.3061 / -21.0210
- strongest force on any atom (eV Å⁻¹) = 17.422
- multiplicity = 1
- total charge = +3
- LUMO (alpha / beta) (eV) = -15.1 / -13.4